(1)
16
Properties=species:S:1:pos:R:3:forces:R:3 method="wB97M-V/def2-TZVPD" e_lumo_ev=3.239 max_force_ev_per_a=4.00 total_charge=-1 spin_multiplicity=1 energy_ha=-1066.5660 e_above_lowest_kcal_mol=27.8
C -1.02326 -0.40668 -0.37977 2.514 -3.078 0.423
C -2.12376 0.45681 -0.87415 -1.532 -2.538 -2.390
O -2.67931 -0.19973 -2.12600 0.251 -0.157 0.095
C -0.63271 -0.30463 1.05768 -0.834 2.516 1.747
S -0.63055 1.45076 1.63576 0.180 0.074 0.264
S 0.49589 2.57756 0.35321 0.271 -0.046 -0.274
H -0.06188 -0.34864 -0.94296 -0.815 0.815 -0.029
H -1.11600 -1.53548 -0.39399 -1.186 0.878 -0.912
H -3.04231 0.35787 -0.27596 0.802 1.165 0.449
H -1.73238 1.35572 -1.29153 -0.077 1.318 1.088
H 0.27293 -0.81216 1.35106 0.435 -0.234 -0.319
H -1.40816 -0.56590 1.79506 -0.123 -0.766 -0.535
H 5.18344 -0.06178 1.07560 0.073 0.057 -0.008
H 5.25590 -1.55737 0.88854 0.045 -0.032 -0.011
H -2.57506 0.38015 -2.88906 0.150 0.023 0.398
O 5.81722 -0.78650 1.01652 -0.156 0.005 0.013

(2)
15
Properties=species:S:1:pos:R:3:forces:R:3 method="wB97M-V/def2-TZVPD" e_lumo_ev=3.943 max_force_ev_per_a=0.89 total_charge=-1 spin_multiplicity=1 energy_ha=-345.4034 e_above_lowest_kcal_mol=19.0
C -0.17395 0.74316 0.69008 -0.044 -0.015 -0.048
C -1.17696 0.10536 1.59586 -0.388 -0.308 0.742
O -1.39696 0.87441 2.81573 0.085 -0.101 -0.077
C -0.09495 0.04943 -0.71151 0.299 0.125 0.158
O -1.26224 -0.22399 -1.27077 -0.174 0.136 -0.130
H 0.79311 0.71897 1.20954 0.141 0.151 -0.190
H -0.46587 1.78971 0.53574 -0.026 0.079 -0.075
H -2.14531 -0.05270 1.11098 0.313 0.025 -0.146
H -0.78321 -0.85652 1.94794 -0.201 -0.030 -0.153
H -1.15183 1.77945 2.61057 -0.011 0.066 -0.060
H 0.57181 0.78390 -1.27135 0.011 -0.271 -0.189
H 0.55674 -0.86754 -0.56127 0.102 0.079 0.093
H 2.19159 -2.39003 -2.91658 -0.073 -0.100 0.017
H 1.98575 -0.92404 -2.64530 -0.096 0.109 0.042
O 2.55230 -1.52958 -3.13964 0.062 0.057 0.016

(3)
15
Properties=species:S:1:pos:R:3:forces:R:3 method="wB97M-V/def2-TZVPD" e_lumo_ev=4.204 max_force_ev_per_a=1.07 total_charge=-1 spin_multiplicity=1 energy_ha=-345.4232 e_above_lowest_kcal_mol=6.5
C -0.25824 -0.18979 1.24000 0.472 -0.557 -0.071
C 1.29469 -0.44282 1.34736 -0.032 0.203 0.145
O 1.96432 0.11053 0.29909 0.284 -0.056 -0.303
C -0.41634 1.01016 0.33157 -0.889 -0.418 -0.431
O -0.12784 0.60597 -1.00417 -0.011 0.392 -0.218
H -0.63926 -1.09974 0.76402 -0.420 0.322 -0.260
H -0.82201 -0.08462 2.17438 0.336 0.121 0.239
H 1.43841 -1.54186 1.39878 -0.015 -0.097 0.239
H 1.65608 -0.03768 2.32089 -0.053 -0.017 0.105
H 0.85087 0.40432 -0.84112 0.224 -0.427 0.132
H 0.32267 1.75251 0.62294 -0.100 0.348 0.160
H -1.43167 1.42577 0.33253 0.078 0.052 0.136
H -1.30312 -0.42036 -2.25134 -0.091 0.138 0.011
H -0.86295 -0.74414 -3.63302 -0.098 -0.043 -0.134
O -1.66561 -0.74824 -3.10192 0.316 0.040 0.249